{"formula": "C34H34CrN6OPS4", "method": "ωB97M-V with the def2-TZVPD basis set", "lumo_energy_ev": [-6.73, -6.30], "homo_energy_ev": [-11.8, -11.8], "multiplicity": 4, "de_lowest_kcal_mol": 18.0, "total_energy_ha": -4697.89160, "orbital_gap_ev": [5.02, 5.47], "total_charge": 2, "species": ["Cr", "O", "N", "C", "C", "C", "C", "C", "C", "C", "P", "C", "C", "C", "C", "C", "C", "C", "C", "C", "C", "C", "C", "H", "H", "H", "H", "H", "H", "H", "H", "H", "H", "H", "H", "H", "H", "H", "H", "S", "C", "S", "C", "N", "N", "C", "C", "C", "C", "C", "C", "S", "H", "H", "H", "H", "H", "S", "C", "N", "C", "C", "C", "N", "H", "H", "H", "H", "H", "H", "H", "H", "C", "C", "C", "N", "H", "H", "H", "H", "H"], "positions_angstrom": [[0.343, -0.213, 0.455], [-1.404, 1.503, 1.228], [-0.023, 1.560, 1.270], [0.570, 2.548, 1.797], [2.023, 2.714, 1.896], [2.422, 3.878, 2.550], [3.763, 4.190, 2.706], [4.723, 3.340, 2.186], [4.338, 2.181, 1.523], [3.000, 1.839, 1.381], [2.677, 0.263, 0.509], [3.611, 0.448, -1.037], [3.051, 1.231, -2.049], [3.743, 1.463, -3.225], [5.010, 0.921, -3.399], [5.585, 0.167, -2.389], [4.893, -0.072, -1.209], [3.534, -1.008, 1.473], [3.812, -0.834, 2.825], [4.426, -1.850, 3.540], [4.765, -3.041, 2.912], [4.477, -3.225, 1.564], [3.851, -2.215, 0.847], [-1.780, 2.218, 1.769], [-0.040, 3.347, 2.218], [1.669, 4.552, 2.941], [4.052, 5.092, 3.226], [5.774, 3.575, 2.291], [5.101, 1.530, 1.112], [2.080, 1.685, -1.900], [3.303, 2.070, -4.006], [5.553, 1.098, -4.318], [6.582, -0.235, -2.512], [5.362, -0.658, -0.431], [3.542, 0.087, 3.326], [4.651, -1.708, 4.589], [5.266, -3.823, 3.469], [4.757, -4.147, 1.069], [3.630, -2.353, -0.206], [-1.249, -1.877, 7.952], [-0.771, -1.255, 6.523], [-0.226, -2.299, 5.225], [-0.112, -0.935, 4.165], [-0.396, 0.185, 4.711], [-0.747, 0.028, 6.034], [-1.123, 1.234, 6.726], [-0.993, 1.349, 8.099], [-1.408, 2.518, 8.726], [-1.932, 3.569, 7.993], [-2.014, 3.461, 6.611], [-1.611, 2.299, 5.975], [0.390, -1.222, 2.520], [-0.558, 0.554, 8.683], [-1.313, 2.599, 9.801], [-2.270, 4.468, 8.492], [-2.402, 4.284, 6.025], [-1.683, 2.205, 4.902], [0.072, -2.349, -0.547], [-0.045, -3.619, 0.658], [-1.239, -4.067, 0.989], [-1.454, -5.222, 1.872], [-0.258, -6.153, 1.774], [1.019, -5.367, 2.019], [1.037, -4.186, 1.146], [-2.030, -3.615, 0.560], [-2.366, -5.722, 1.556], [-1.593, -4.872, 2.896], [-0.225, -6.605, 0.781], [-0.348, -6.950, 2.509], [1.897, -5.966, 1.787], [1.089, -5.051, 3.062], [1.923, -3.783, 0.880], [-0.561, 2.652, -4.023], [-0.787, 1.152, -3.777], [-0.403, 0.763, -2.423], [-0.086, 0.485, -1.358], [-0.827, 2.881, -5.051], [0.481, 2.927, -3.865], [-1.186, 3.252, -3.364], [-0.206, 0.542, -4.470], [-1.836, 0.885, -3.915]]}